No. 1
Density functional theory data (ωB97M-V/def2-TZVPD) for a molecular structure, C42H27F4N10Ti in a non-equilibrium geometry.

⟨S²⟩ = 2.06
energy above the lowest of the compared OMol25 structures with the same formula, charge and spin = 3.7 kcal/mol
net charge = -1
highest occupied orbital energy (spin up / spin down) = -3.19 / -3.53 eV
E_LUMO (spin up / spin down) = 0.063 / 0.041 Ha
max |F| = 0.0258 hartree/bohr
calculated total energy = -3413.48144 hartree
HOMO-LUMO gap (spin up / spin down) = 0.1796 / 0.1710 hartree
2S+1 = 3

Geometry (Å):
Ti  -0.935  0.266  -0.091
C  -3.597  -4.165  -3.991
C  -3.578  -4.970  -2.846
C  -3.290  -4.434  -1.600
C  -3.011  -3.077  -1.537
C  -2.638  -2.206  -0.406
N  -2.608  -2.619  0.835
C  -2.195  -1.812  1.833
C  -2.340  -2.124  3.226
C  -2.973  -3.175  3.901
C  -2.943  -3.169  5.275
C  -2.301  -2.128  5.989
C  -1.682  -1.091  5.335
C  -1.703  -1.093  3.932
C  -1.182  -0.189  2.956
N  -0.441  0.907  3.278
C  -0.137  1.813  2.403
N  -0.483  1.875  1.075
C  -0.200  3.143  0.588
N  -0.577  3.675  -0.520
C  -1.342  2.985  -1.436
N  -1.588  1.646  -1.462
C  -2.326  1.359  -2.586
N  -2.705  0.117  -3.010
C  -2.665  -0.919  -2.240
N  -2.379  -0.958  -0.884
C  -3.023  -2.281  -2.672
C  -3.321  -2.808  -3.918
C  -2.534  2.555  -3.315
C  -3.203  2.846  -4.523
C  -3.226  4.144  -4.956
C  -2.598  5.184  -4.212
C  -1.948  4.921  -3.037
C  -1.914  3.588  -2.578
C  0.561  3.872  1.631
C  1.152  5.122  1.632
C  1.804  5.522  2.793
C  1.846  4.694  3.918
C  1.237  3.445  3.911
C  0.602  3.052  2.746
N  -1.489  -0.648  1.708
H  -3.822  -4.615  -4.950
H  -3.789  -6.028  -2.939
H  -3.267  -5.044  -0.707
H  -3.459  -3.967  3.347
H  -3.418  -3.971  5.826
H  -2.297  -2.157  7.072
H  -1.184  -0.295  5.873
H  -3.329  -2.178  -4.797
H  -3.679  2.054  -5.086
H  -3.731  4.392  -5.881
H  -2.639  6.199  -4.588
H  -1.469  5.707  -2.468
H  1.102  5.758  0.757
H  2.287  6.491  2.829
H  2.360  5.035  4.808
H  1.253  2.795  4.775
C  1.623  2.721  -2.978
N  1.923  1.743  -1.954
C  2.990  2.181  -1.082
C  2.147  0.421  -2.525
C  0.888  -0.439  -2.492
N  0.516  -0.734  -1.113
C  0.878  -1.936  -0.554
C  1.248  -1.932  0.807
F  1.327  -0.736  1.434
C  1.559  -3.071  1.508
F  1.895  -2.959  2.805
C  1.552  -4.315  0.901
C  1.223  -4.343  -0.435
F  1.175  -5.524  -1.082
C  0.896  -3.204  -1.152
F  0.510  -3.369  -2.433
H  2.479  2.889  -3.658
H  1.347  3.670  -2.520
H  0.775  2.388  -3.580
H  3.965  2.258  -1.598
H  3.096  1.487  -0.246
H  2.747  3.163  -0.674
H  2.932  -0.087  -1.957
H  2.508  0.510  -3.562
H  1.055  -1.346  -3.073
H  0.075  0.105  -2.982
H  1.777  -5.217  1.449

Forces on atoms 1 to 6 (eV/Å):
0.919 -0.662 -0.689
0.014 0.001 0.046
-0.016 0.024 -0.026
-0.004 -0.004 -0.035
0.029 -0.027 0.277
0.021 -0.045 -0.265

Here are the Löwdin charges for atoms 1 to 4, given in e: atom 1 (Ti): 1.075, atom 2 (C): -0.089, atom 3 (C): -0.090, atom 4 (C): -0.016

=====

No. 2
Density functional theory data (ωB97M-V/def2-TZVPD) for a molecular structure, C8H18B2ClFNO7PS in a non-equilibrium geometry.

highest occupied orbital energy = -5.91 eV
E_LUMO = -0.091 Ha
max |F| = 0.1326 hartree/bohr
calculated total energy = -2246.18648 hartree
HOMO-LUMO gap = 0.1260 hartree

Geometry (Å):
C  -4.008  0.691  -1.859
O  -2.743  1.171  -2.438
C  -1.746  1.502  -1.405
C  -0.483  0.427  -1.333
O  -0.738  -0.501  -2.446
C  0.995  1.207  -1.274
F  1.335  2.418  -2.098
N  1.808  0.583  -0.320
B  3.163  1.242  -0.147
O  3.173  2.668  0.327
O  4.465  0.586  -0.400
C  1.135  -0.588  0.358
C  1.650  -1.886  -0.557
P  1.653  -1.132  2.111
O  1.361  0.145  3.294
O  0.845  -2.641  2.589
S  3.588  -1.546  2.272
C  -0.444  -0.119  0.212
B  -1.638  -1.089  0.787
C  -2.722  -0.378  1.841
O  -1.828  -2.525  0.504
H  -4.816  1.568  -1.904
H  -3.920  0.282  -0.760
H  -4.345  -0.240  -2.520
H  -2.255  1.648  -0.341
H  -1.275  2.565  -1.676
H  -0.585  -0.037  -3.337
H  2.284  2.896  0.751
H  5.045  0.843  0.401
H  2.830  -2.042  -0.474
H  1.147  -2.893  -0.166
H  1.421  -1.763  -1.700
H  0.590  0.704  2.961
H  1.391  -3.337  2.078
H  -0.509  0.880  0.832
H  -2.668  0.800  1.661
H  -2.402  -0.535  2.970
H  -3.832  -0.712  1.645
H  -2.149  -2.908  1.396
Cl  5.226  2.048  -1.836

Forces on atoms 1 to 6 (eV/Å):
-1.026 -0.759 -0.453
0.434 0.002 2.890
0.304 1.991 -0.015
-1.289 1.742 -0.270
1.807 1.385 0.797
-0.224 -0.615 0.004

Here are the Löwdin charges for atoms 1 to 4, given in e: atom 1 (C): -0.089, atom 2 (O): -0.225, atom 3 (C): -0.110, atom 4 (C): -0.250

=====

> Among the records above, which one has the lowest max |F|?

C42H27F4N10Ti